No. 1
The following is a quantum chemistry calculation of a molecular structure, C18H18ErNO3 at a distorted geometry, from the OMol25 dataset.

Summary:
Kohn-Sham gap (spin up / spin down) (eV): 3.56 / 3.58
Energy relative to the best compared isomer or geometry (same formula, charge and spin) (kcal/mol): 0.0
Expectation value of S²: 3.753

ORCA input file:
```
! RIJCOSX wB97M-V def2-TZVPD def2/J DEFGRID3
* xyz 0 4
C 0.492 -1.366 3.346
C -0.770 -1.899 3.018
C -0.667 -2.525 1.746
H -1.602 -1.926 3.726
C 0.679 -2.305 1.272
C 1.407 -1.586 2.268
H 2.471 -1.330 2.280
H 0.694 -1.099 4.378
H -1.466 -3.060 1.196
H 1.084 -2.632 0.321
C -0.857 2.345 2.174
C -0.655 1.539 3.339
C 0.716 1.167 3.406
H -1.350 1.382 4.152
C 1.399 1.693 2.248
C 0.418 2.458 1.526
H 0.612 3.037 0.627
H -1.801 2.867 1.945
H 1.234 0.779 4.273
H 2.479 1.649 2.085
Er -0.195 -0.010 1.234
O -0.035 -0.184 -0.995
C -1.219 -0.662 -1.694
C -0.088 -0.989 -2.588
H -1.758 -1.480 -1.184
H -1.885 0.131 -2.036
H 0.335 -1.987 -2.477
H 1.085 -1.915 -4.895
C 0.759 -0.862 -4.958
C 0.194 -0.228 -3.802
C -0.259 1.118 -3.955
H -0.753 1.622 -3.099
C -0.160 1.751 -5.201
H -0.537 2.770 -5.293
C 0.361 1.124 -6.340
H 0.398 1.640 -7.311
C 0.810 -0.196 -6.192
H 1.173 -0.724 -7.069
O 0.173 0.145 6.063
N -0.965 0.075 6.560
O -1.949 -0.325 5.903
*
```

No. 2
The following is a quantum chemistry calculation of a single C18H18F3N3O4S molecule at a distorted geometry, from the OMol25 dataset.

Summary:
SMILES string: O=C(Cn1cc(C(F)(F)F)ccc1=O)N1CCN(S(=O)(=O)c2ccccc2)CC1
Kohn-Sham gap (eV): 9.04
Energy relative to the best compared isomer or geometry (same formula, charge and spin) (kcal/mol): 0.0

ORCA input file:
```
! RIJCOSX wB97M-V def2-TZVPD def2/J DEFGRID3
* xyz 0 1
O -0.481 -0.229 1.226
C 0.020 -1.002 0.432
C -0.778 -1.493 -0.788
N -2.181 -1.245 -0.565
C -2.620 0.015 -0.455
C -3.923 0.291 -0.149
C -4.373 1.713 -0.049
F -4.108 2.267 1.150
F -5.689 1.858 -0.245
F -3.762 2.504 -0.953
C -4.815 -0.782 0.095
C -4.366 -2.056 -0.002
C -3.002 -2.370 -0.329
O -2.528 -3.487 -0.426
N 1.265 -1.489 0.576
C 2.001 -2.305 -0.359
C 3.119 -1.465 -1.004
N 3.662 -0.521 -0.056
S 3.678 1.099 -0.459
O 3.984 1.149 -1.858
O 4.547 1.730 0.486
C 2.025 1.759 -0.229
C 1.667 2.267 1.005
C 0.412 2.828 1.168
C -0.459 2.895 0.093
C -0.083 2.396 -1.146
C 1.165 1.817 -1.308
C 3.524 -0.876 1.329
C 2.049 -1.068 1.730
H -0.690 -2.577 -0.910
H -0.433 -0.973 -1.685
H -1.900 0.801 -0.630
H -5.842 -0.568 0.348
H -5.013 -2.899 0.180
H 2.442 -3.137 0.200
H 1.355 -2.718 -1.129
H 2.753 -0.893 -1.857
H 3.917 -2.128 -1.361
H 2.385 2.240 1.810
H 0.116 3.221 2.128
H -1.431 3.348 0.217
H -0.757 2.475 -1.987
H 1.499 1.444 -2.264
H 3.984 -0.073 1.904
H 4.093 -1.795 1.507
H 1.969 -1.826 2.518
H 1.604 -0.142 2.098
*
```